Here is the molecule C10H12N2O in a non-equilibrium geometry from the OMol25 dataset. Energies are from ωB97M-V/def2-TZVPD.

XYZ file:
```
25
Properties=species:S:1:pos:R:3:forces:R:3
C 0.71756 2.77418 1.28423 -0.95 -2.94 -1.60
C 0.40650 1.76392 0.69218 0.87 1.64 0.07
C 0.14157 0.57141 -0.11030 0.76 -0.88 2.82
N 0.81981 0.38566 -1.35021 0.93 0.09 -2.76
O 1.84836 0.97290 -1.60438 -1.43 -0.12 0.98
C -1.37126 0.34222 -0.23977 -0.78 0.68 -2.78
C -1.95540 1.28912 -1.32083 0.94 0.34 0.33
C -1.78656 -1.05426 -0.59245 0.08 -2.88 1.28
C 0.94271 -0.63069 0.70716 -1.42 0.44 0.22
C 0.38115 -0.84120 2.03380 0.35 1.16 1.35
N 0.11585 -0.84274 3.16167 -0.10 -0.38 -1.21
C 2.42288 -0.79772 0.61935 -1.63 -1.26 -2.26
C 1.47509 -1.90872 0.16552 0.60 0.85 -4.01
H 0.95555 3.55145 1.90157 0.45 1.60 1.04
H -1.90625 0.69518 0.60016 0.08 -0.15 1.64
H -1.67670 1.03654 -2.28939 0.83 -1.09 -1.86
H -3.00298 1.36743 -1.40697 -1.48 -0.44 0.67
H -1.64016 2.30452 -1.29511 0.58 1.03 0.79
H -1.42119 -1.56799 -1.48895 0.27 0.98 -0.28
H -2.86553 -1.26359 -0.59310 0.12 0.74 0.00
H -1.42412 -1.76722 0.19047 -0.24 0.52 -0.24
H 3.02337 -0.95793 1.41789 1.22 -0.37 2.76
H 2.98979 -0.46387 -0.20470 0.12 1.11 -0.77
H 1.39230 -2.17202 -0.96714 0.26 1.06 2.07
H 1.41767 -2.78657 0.68930 -0.44 -1.73 1.73
```
Forces are in eV/Å.

HOMO (alpha / beta)	-0.34835 / -0.34838	Eh
SMILES string	C#C[C@](N=O)(C(C)C)C1(C#N)CC1
energy relative to the best compared isomer or geometry (same formula, charge and spin)	740.6	kJ/mol

Here is what natural (NBO) gives for the atomic charges, in e: atom 1 (C): -0.15, atom 2 (C): -0.05, atom 3 (C): -0.01, atom 4 (N): 0.15, atom 5 (O): -0.25, atom 6 (C): -0.23, atom 7 (C): -0.61, atom 8 (C): -0.62, atom 9 (C): -0.14, atom 10 (C): 0.29, atom 11 (N): -0.30, atom 12 (C): -0.39, atom 13 (C): -0.39, atom 14 (H): 0.23, atom 15 (H): 0.24, atom 16 (H): 0.21, atom 17 (H): 0.22, atom 18 (H): 0.22, atom 19 (H): 0.23, atom 20 (H): 0.23, atom 21 (H): 0.21, atom 22 (H): 0.23, atom 23 (H): 0.24, atom 24 (H): 0.24, atom 25 (H): 0.23